Formula: C16H3BrClF14NO8Pd
Source: OMol25
Level of theory: ωB97M-V/def2-TZVPD

As for the relative energy (zero: lowest compared OMol25 entry of this formula, charge and spin): 217.0 kJ/mol. Its frontier orbital gap (spin up / spin down) is 6.57 / 6.58 eV. The calculation puts the largest force on an atom at 3.06 eV/A.

```
! wB97M-V def2-TZVPD RIJCOSX def2/J DEFGRID3
* xyz -2 1
Pd -1.062 -0.313 -0.783
O -3.012 -1.815 0.982
Cl -3.262 -1.935 -0.425
O -4.421 -2.762 -0.631
O -3.506 -0.626 -0.983
O -2.124 -2.553 -1.066
F -2.127 -1.300 -5.452
C -1.397 -0.190 -5.278
F -0.540 -0.133 -6.327
F -2.248 0.841 -5.411
C -0.674 -0.167 -3.887
O -1.588 -0.298 -2.923
C 0.124 1.229 -3.803
F -0.076 2.015 -4.899
F -0.324 1.933 -2.769
F 1.452 1.124 -3.705
C 0.357 -1.367 -3.886
F 0.805 -1.605 -2.659
F 1.431 -1.196 -4.688
F -0.227 -2.502 -4.314
F 5.360 0.516 2.530
C 4.264 0.498 1.738
C 3.143 1.244 2.057
F 3.144 1.985 3.181
C 2.042 1.250 1.227
F 0.988 1.999 1.590
C 1.967 0.523 0.006
O 0.996 0.599 -0.813
C 3.138 -0.246 -0.250
F 3.193 -0.988 -1.369
C 4.243 -0.249 0.573
F 5.331 -0.977 0.250
Br -3.515 1.803 6.174
C -2.066 0.980 5.258
C -0.998 0.487 5.988
N 0.053 -0.074 5.404
C 0.055 -0.179 4.077
C -0.989 0.265 3.274
C -2.077 0.876 3.881
C -0.979 0.099 1.777
O -1.687 0.860 1.100
O -0.244 -0.801 1.293
H -0.985 0.547 7.071
H 0.930 -0.634 3.628
H -2.885 1.237 3.261
*
```